Entry 1:
{
  "formula": "C20H59BN5O5Pb",
  "method": "the ωB97M-V functional and the def2-TZVPD basis",
  "symbols": ["Pb", "B", "H", "H", "H", "H", "C", "C", "C", "O", "C", "N", "H", "H", "H", "H", "H", "H", "H", "H", "H", "H", "H", "C", "C", "C", "O", "C", "N", "H", "H", "H", "H", "H", "H", "H", "H", "H", "H", "H", "C", "C", "C", "O", "C", "N", "H", "H", "H", "H", "H", "H", "H", "H", "H", "H", "H", "C", "C", "C", "O", "C", "N", "H", "H", "H", "H", "H", "H", "H", "H", "H", "H", "H", "C", "C", "C", "O", "C", "N", "H", "H", "H", "H", "H", "H", "H", "H", "H", "H", "H"],
  "coordinates": [[2.840929, 0.974322, -0.890677], [0.150321, 1.180680, -0.584175], [-0.393786, 0.338910, -1.149845], [0.739189, 1.744194, -1.415440], [-0.608459, 1.916519, -0.121624], [0.870536, 0.820588, 0.261748], [3.307779, 4.209064, 2.373850], [2.163669, 3.322617, 1.916421], [0.781376, 3.708398, 2.445921], [0.417850, 5.015032, 2.036156], [-0.983983, 5.146825, 1.853498], [2.114881, 3.253470, 0.431188], [4.227968, 3.858573, 1.903967], [3.408706, 4.137272, 3.456535], [3.178301, 5.258155, 2.105385], [2.411116, 2.322362, 2.292295], [0.770764, 3.678136, 3.540732], [0.027219, 2.995236, 2.097435], [-1.308113, 6.174474, 1.999437], [-1.524007, 4.585003, 2.625357], [-1.232056, 4.747532, 0.866445], [1.197321, 2.826197, 0.294302], [1.926140, 4.215190, 0.136783], [-3.736932, 0.535676, -0.556401], [-3.247639, 1.008805, 0.809953], [-4.378511, 0.892178, 1.823724], [-5.508222, 1.595789, 1.310268], [-6.519616, 1.756442, 2.287784], [-2.126832, 0.145214, 1.196874], [-4.560883, 1.132551, -0.942006], [-4.027894, -0.505395, -0.399939], [-2.970985, 0.585026, -1.334704], [-2.898241, 2.046833, 0.722868], [-4.105121, 1.276756, 2.812684], [-4.753305, -0.140680, 1.844820], [-6.169697, 2.492039, 3.018130], [-6.831229, 0.814553, 2.744708], [-7.381769, 2.197292, 1.789192], [-1.722062, 0.455984, 2.079731], [-1.356515, 0.334204, 0.556875], [1.910171, -1.283381, 2.618628], [2.791377, -1.920238, 1.559963], [2.613307, -3.435264, 1.499312], [3.361946, -4.021739, 0.447689], [4.744953, -4.178769, 0.780967], [2.293957, -1.434414, 0.227331], [0.886748, -1.670140, 2.554542], [1.902623, -0.198511, 2.532641], [2.157699, -1.612076, 3.631060], [3.845903, -1.644895, 1.593588], [1.557892, -3.673179, 1.328935], [2.828185, -4.005559, 2.414682], [5.146483, -3.331378, 1.327593], [5.316046, -4.380843, -0.126663], [4.814309, -5.153504, 1.276308], [2.550475, -2.183422, -0.420699], [1.275139, -1.513674, 0.237926], [-2.151716, -2.753039, -2.427585], [-1.991314, -2.953274, -0.905909], [-1.851040, -4.388992, -0.433517], [-1.657910, -4.340049, 0.970556], [-1.366668, -5.593266, 1.573346], [-0.792356, -2.203741, -0.510685], [-2.970626, -3.309803, -2.879111], [-1.185816, -3.081055, -2.817190], [-2.303772, -1.694763, -2.636911], [-2.831737, -2.519438, -0.350074], [-0.960692, -4.813497, -0.910631], [-2.762708, -4.944336, -0.661982], [-1.136542, -6.329109, 0.802873], [-2.209502, -5.945925, 2.172369], [-0.545265, -5.437242, 2.273254], [-1.004471, -1.217395, -0.571218], [-0.740189, -2.317494, 0.504236], [0.938387, -0.766748, -4.939688], [1.840151, -0.030860, -3.959363], [1.475686, 1.458383, -3.953634], [2.295798, 2.192079, -3.048888], [2.116986, 3.580988, -3.230928], [1.673276, -0.561465, -2.584316], [-0.100780, -0.635131, -4.630093], [1.222834, -1.810924, -5.033298], [0.974041, -0.261954, -5.908682], [2.903486, -0.185851, -4.157834], [0.407247, 1.569175, -3.739103], [1.630256, 1.834423, -4.968718], [1.149701, 3.977403, -2.915642], [2.288235, 3.839048, -4.283180], [2.922430, 4.145959, -2.755744], [0.755549, -0.342874, -2.200434], [1.783613, -1.570256, -2.606356]],
  "forces_ev_per_a": [[-0.34, -0.56, 0.16], [-0.10, 0.31, -0.55], [-0.58, -1.02, -0.39], [0.68, 0.89, -0.91], [-0.55, 1.10, 0.51], [0.72, -0.78, 1.18], [-0.04, 0.07, -0.01], [0.22, 0.15, -0.03], [0.07, 0.24, 0.49], [0.31, 0.09, -0.11], [-0.06, -0.46, 0.38], [-0.81, 0.17, 0.49], [0.06, 0.02, 0.11], [0.09, 0.09, -0.01], [-0.17, -0.03, -0.01], [-0.32, -0.11, -0.06], [0.08, -0.13, 0.09], [0.10, -0.18, -0.13], [0.36, 0.15, -0.39], [0.02, -0.14, -0.13], [-0.36, 0.19, 0.02], [0.05, 0.14, -0.41], [0.39, -0.07, -0.20], [0.04, -0.01, 0.05], [0.24, 0.10, -0.45], [-0.92, -0.06, -0.88], [0.15, 0.36, 0.16], [0.13, 0.62, -0.47], [0.40, -0.03, 0.47], [-0.19, -0.12, 0.28], [-0.20, -0.01, -0.40], [0.28, -0.10, 0.25], [-0.33, 0.15, 0.16], [0.07, -0.17, 0.04], [0.78, -0.22, 0.58], [-0.14, -0.26, 0.39], [0.18, -0.05, 0.13], [0.00, -0.09, -0.07], [-0.37, -0.08, 0.16], [-0.55, -0.14, 0.11], [0.00, -0.66, 0.60], [-1.01, -0.12, -0.91], [0.11, -1.06, 0.61], [0.12, 0.75, -0.38], [-0.54, -1.38, -0.54], [0.28, -0.10, 0.03], [-0.06, 0.24, -0.55], [-0.02, 0.02, 0.18], [0.53, 0.38, -0.03], [-0.03, 0.03, 0.44], [0.00, 0.23, -0.37], [0.30, 0.57, 0.26], [0.14, -0.12, 0.19], [-0.17, 0.61, -0.21], [0.28, 0.43, 0.78], [0.22, 0.25, -0.14], [0.01, 0.14, -0.06], [0.32, -0.50, 0.95], [-0.48, 0.66, -0.08], [0.13, 0.52, 0.02], [0.06, 0.05, 0.04], [-0.25, 0.34, 0.05], [0.43, -0.18, 0.65], [0.02, -0.11, 0.08], [-0.15, 0.07, -0.52], [0.07, 0.04, -0.03], [-0.25, -0.15, -0.22], [-0.10, -0.33, -0.10], [0.06, -0.21, -0.23], [0.24, -0.15, 0.19], [-0.16, -0.01, -0.19], [0.22, -0.20, -0.18], [-0.18, -0.01, -0.33], [0.06, -0.21, -0.08], [0.01, 0.91, -0.25], [-0.35, 0.11, 0.84], [0.30, -0.77, -0.68], [-0.10, -0.19, -0.34], [0.82, 1.23, -0.63], [0.40, 0.49, 0.00], [0.00, -0.43, 0.21], [-0.19, -0.05, -0.06], [0.27, -0.34, -0.15], [-0.06, 0.26, -0.49], [0.05, 0.12, 0.33], [0.09, 0.14, 0.05], [-0.08, -0.38, 0.12], [-0.40, -0.23, -0.06], [-0.14, -0.40, 0.55], [-0.19, -0.36, -0.23], [-0.02, 0.01, 0.26]],
  "gap_ev": 8.53,
  "total_charge": 1,
  "relative_energy_kcal_mol": 0.0,
  "largest_force_ev_per_a": 1.6,
  "homo_energy_ev": -11.29,
  "molar_mass_g_mol": 667.734
}

Entry 2:
{
  "formula": "C3H4NO",
  "method": "the ωB97M-V functional and the def2-TZVPD basis",
  "symbols": ["C", "C", "C", "N", "O", "H", "H", "H", "H"],
  "coordinates": [[0.830498, -0.389796, 0.171294], [-2.892865, 0.398555, -0.078914], [-0.487726, -0.060660, 0.309735], [-1.584793, 0.285722, 0.409344], [-3.636352, -0.507001, -0.076863], [1.026864, -1.430841, 0.453709], [-3.065806, 1.424612, -0.434611], [1.457016, 0.262580, 0.795177], [1.139058, -0.240616, -0.872634]],
  "forces_ev_per_a": [[2.87, -0.73, -0.16], [-2.28, 1.27, -0.71], [-3.06, 1.09, 0.38], [3.00, -1.12, 0.40], [0.01, -0.39, 0.07], [-0.14, 0.09, -0.02], [-0.16, -0.18, -0.03], [-0.14, -0.02, -0.02], [-0.10, -0.01, 0.07]],
  "gap_ev": 10.80,
  "total_charge": 1,
  "relative_energy_kcal_mol": 11.4,
  "largest_force_ev_per_a": 3.3,
  "homo_energy_ev": -16.77,
  "molar_mass_g_mol": 70.071
}

Entry 3:
{
  "formula": "C19H31N2PPt",
  "method": "the ωB97M-V functional and the def2-TZVPD basis",
  "symbols": ["C", "C", "C", "C", "C", "C", "C", "C", "N", "Pt", "C", "P", "H", "H", "H", "H", "H", "H", "H", "H", "C", "C", "H", "C", "C", "H", "H", "H", "H", "H", "H", "H", "H", "H", "H", "H", "H", "H", "H", "C", "C", "C", "C", "C", "C", "N", "H", "H", "H", "H", "H", "H", "H", "H"],
  "coordinates": [[0.289961, 2.624602, -2.665300], [-0.981212, 2.131550, -2.408600], [-1.144694, 1.100148, -1.464586], [-0.038285, 0.592188, -0.775730], [1.245954, 1.083880, -1.078345], [1.412673, 2.130984, -1.999956], [-2.529570, 0.614934, -1.178976], [-2.668328, -0.791888, -0.581741], [-2.249055, -1.939486, -1.368084], [-0.276468, -0.785182, 0.860266], [2.451943, 0.433799, -0.451818], [1.832319, -1.233522, 0.072010], [-1.887058, 2.469086, -2.929892], [2.420378, 2.507706, -2.220697], [0.386834, 3.421395, -3.405708], [2.800918, 0.954539, 0.458425], [3.300854, 0.321289, -1.148389], [-3.020305, 1.284826, -0.453681], [-3.116367, 0.705307, -2.101850], [-2.030455, -0.899900, 0.371319], [3.168027, -2.076854, 0.989150], [1.800656, -2.161452, -1.500775], [-3.713519, -0.952084, -0.239501], [-1.620213, -1.796252, -2.670109], [-3.152626, -3.073836, -1.348781], [-0.661030, -1.201086, 2.368820], [-2.186481, -2.313194, -3.460382], [-1.410001, -0.774494, -3.013006], [-0.666657, -2.331520, -2.625661], [-3.388142, -3.439508, -2.360217], [-2.637965, -3.883844, -0.822298], [-4.097821, -2.864996, -0.814398], [2.818342, -2.329994, -1.879996], [1.307432, -3.123726, -1.315183], [1.223498, -1.620828, -2.257869], [4.097103, -2.074992, 0.401648], [3.342415, -1.589892, 1.955176], [2.841072, -3.108688, 1.170968], [0.022795, -2.453408, 1.081469], [2.036098, -0.104523, 3.542407], [1.224028, 1.028491, 3.068692], [1.373508, 2.364316, 3.572262], [0.381142, 3.141312, 2.981033], [-0.353629, 2.266244, 2.128431], [-1.550211, 2.645324, 1.377458], [0.213600, 1.016658, 2.151917], [3.081330, 0.034423, 3.199990], [1.599870, -1.047266, 3.188047], [2.043456, -0.088562, 4.649894], [2.124674, 2.671880, 4.282705], [0.142312, 4.198468, 3.099198], [-2.322565, 1.873170, 1.416914], [-1.964651, 3.557108, 1.819506], [-1.315879, 2.887346, 0.333805]],
  "forces_ev_per_a": [[-0.13, 0.65, -0.31], [-0.37, -0.97, 0.35], [0.32, 0.72, -0.20], [-0.38, -0.22, 0.25], [0.36, 0.90, -0.49], [-0.04, -0.74, 0.22], [-0.39, -0.35, -0.17], [-0.71, 0.41, 0.57], [-2.24, 0.90, -2.23], [2.36, -0.31, 1.52], [-0.10, -0.58, 0.65], [2.51, 0.19, -1.01], [0.63, 0.14, 0.06], [-0.54, -0.14, 0.03], [0.13, -0.22, 0.25], [-0.07, -0.05, -0.37], [-0.31, 0.12, 0.28], [0.08, -0.28, -0.22], [-0.09, -0.16, 0.19], [-1.53, 0.22, -0.55], [-0.21, 0.08, 0.18], [-0.35, -0.16, 0.05], [0.65, -0.05, -0.28], [0.94, -0.12, -0.71], [-0.41, -1.02, 0.69], [-0.27, -0.48, -0.29], [-0.04, 0.20, 0.50], [-0.13, -0.21, 0.66], [0.05, 0.04, -0.04], [0.24, 0.27, 0.41], [-0.10, -0.18, 0.05], [0.68, 0.03, -0.17], [-0.25, 0.03, 0.23], [0.23, 0.05, -0.14], [0.21, 0.03, 0.21], [-0.29, -0.01, 0.10], [0.03, -0.25, -0.39], [0.19, 0.17, -0.02], [-0.81, 1.67, 0.22], [-0.17, -0.20, 0.02], [-0.41, 0.89, -0.28], [-1.01, 1.14, -0.53], [0.98, -0.61, 0.63], [0.67, -0.38, 0.01], [-0.50, 0.43, -0.06], [0.26, -0.78, 0.03], [-0.45, -0.19, 0.25], [0.37, 0.17, 0.20], [0.07, -0.08, -0.53], [-0.05, 0.00, 0.05], [0.20, -0.42, 0.13], [0.16, 0.00, -0.04], [0.02, -0.16, -0.07], [0.02, -0.14, 0.10]],
  "spin_multiplicity": 5,
  "gap_ev": [6.87, 5.42],
  "total_charge": 2,
  "largest_force_ev_per_a": 3.3,
  "homo_energy_ev": [-12.80, -15.05],
  "molar_mass_g_mol": 513.523
}

Entry 4:
{
  "formula": "C24H18F10N10NaSe",
  "method": "the ωB97M-V functional and the def2-TZVPD basis",
  "symbols": ["Na", "C", "N", "C", "C", "N", "C", "C", "F", "C", "F", "C", "F", "C", "F", "C", "F", "C", "C", "N", "C", "C", "F", "C", "F", "C", "F", "C", "F", "C", "F", "H", "H", "H", "H", "H", "H", "H", "H", "H", "H", "H", "Se", "N", "C", "C", "C", "C", "C", "C", "N", "H", "H", "H", "H", "N", "N", "N", "C", "N", "N", "H", "H", "H"],
  "coordinates": [[-0.150785, -0.803759, -0.662765], [0.031959, 0.922853, 2.691185], [-0.268969, -0.260295, 1.903160], [-1.659171, -0.680091, 2.106747], [-2.674554, 0.145095, 1.325073], [-2.450175, -0.055475, -0.096202], [-3.430549, 0.168220, -0.974959], [-3.176975, -0.160033, -2.337108], [-1.977187, -0.714569, -2.640246], [-4.072430, 0.011620, -3.364558], [-3.741812, -0.356512, -4.612359], [-5.320893, 0.556821, -3.122083], [-6.210765, 0.737017, -4.120527], [-5.617409, 0.922733, -1.826801], [-6.812354, 1.481673, -1.566202], [-4.711265, 0.748819, -0.797670], [-5.098155, 1.192363, 0.424496], [0.679791, -1.340634, 2.204098], [2.067528, -1.131877, 1.589524], [1.913280, -1.121488, 0.147816], [2.861938, -0.623415, -0.652959], [2.540165, -0.421907, -2.025920], [1.268525, -0.736360, -2.414130], [3.375497, 0.136607, -2.955919], [2.954843, 0.334614, -4.214834], [4.659787, 0.524655, -2.601092], [5.502410, 1.054291, -3.512672], [5.045452, 0.325297, -1.295667], [6.292674, 0.662702, -0.919038], [4.189967, -0.235154, -0.362809], [4.686843, -0.413236, 0.890269], [-0.063774, 0.713323, 3.771576], [-0.654898, 1.729600, 2.437414], [1.042743, 1.278387, 2.495124], [-1.912154, -0.675044, 3.182545], [-1.746769, -1.713336, 1.759943], [-2.590305, 1.203834, 1.619691], [-3.668681, -0.170908, 1.656850], [0.266656, -2.260032, 1.779094], [0.759842, -1.494847, 3.295466], [2.702398, -1.950763, 1.963671], [2.517755, -0.214770, 1.992240], [-0.710078, 1.987966, -1.114476], [1.007229, 1.881734, -0.813619], [1.277008, 2.783207, 0.135825], [2.563523, 2.954956, 0.730673], [2.705833, 3.879379, 1.714580], [1.598736, 4.677617, 2.152845], [0.363971, 4.545989, 1.602952], [0.165828, 3.574598, 0.573430], [-1.015992, 3.321520, -0.002124], [3.387456, 2.335888, 0.395939], [3.673000, 4.016273, 2.182516], [1.753903, 5.399585, 2.945660], [-0.475963, 5.141326, 1.936279], [-1.479921, -6.267542, -0.272618], [-0.699277, -5.129821, -0.525465], [0.589828, -5.210235, -0.746109], [0.876783, -3.927178, -0.957593], [-0.209186, -3.146744, -0.912826], [-1.224191, -3.948420, -0.628140], [-1.007978, -6.745808, 0.489787], [-2.359879, -5.897718, 0.076247], [1.869361, -3.542593, -1.123241]],
  "forces_ev_per_a": [[-0.70, -0.05, 0.22], [-0.06, 0.01, -0.06], [0.03, -0.23, 0.01], [0.15, -0.05, 0.00], [0.09, 0.07, -0.14], [-0.13, -0.25, 0.13], [0.39, 0.01, 0.16], [-0.07, -0.03, -0.09], [0.08, 0.00, 0.04], [0.13, -0.04, 0.02], [0.00, -0.01, -0.03], [-0.07, 0.02, -0.08], [-0.02, 0.00, -0.02], [-0.02, 0.04, 0.12], [-0.01, 0.00, 0.03], [-0.11, 0.05, -0.01], [-0.03, 0.01, 0.03], [-0.07, 0.13, -0.04], [-0.11, 0.05, -0.12], [0.70, 0.13, -0.08], [-0.38, -0.30, 0.39], [0.01, -0.07, -0.01], [0.25, 0.10, -0.19], [-0.07, -0.05, -0.01], [-0.03, -0.01, -0.03], [-0.03, 0.03, -0.12], [0.04, 0.02, -0.02], [0.06, -0.06, 0.23], [0.03, 0.01, 0.00], [0.13, 0.07, 0.00], [0.05, 0.01, 0.04], [0.02, 0.02, 0.02], [-0.01, -0.01, 0.01], [0.00, -0.04, 0.00], [-0.01, 0.04, 0.02], [-0.02, 0.00, -0.02], [0.00, 0.01, -0.04], [-0.02, -0.06, -0.01], [0.04, -0.01, 0.00], [0.05, 0.02, 0.02], [0.02, -0.03, -0.05], [-0.05, 0.04, -0.05], [-0.33, 0.70, -0.39], [-0.02, 0.21, 0.08], [0.20, -0.17, -0.02], [-0.12, -0.02, -0.06], [-0.07, 0.11, 0.08], [0.14, -0.05, -0.02], [-0.03, -0.11, -0.11], [-0.09, 0.26, 0.16], [0.29, -0.27, 0.06], [-0.05, 0.01, -0.02], [-0.03, 0.02, 0.02], [0.03, -0.01, -0.01], [-0.01, -0.01, -0.02], [0.27, 0.33, 0.07], [-0.28, -0.42, -0.18], [0.03, 0.21, 0.20], [0.10, 0.07, -0.15], [-0.45, -0.57, 0.14], [0.37, 0.26, -0.02], [-0.09, -0.08, -0.02], [-0.04, -0.06, -0.05], [-0.06, -0.02, -0.01]],
  "gap_ev": 5.83,
  "total_charge": -1,
  "relative_energy_kcal_mol": 0.0,
  "largest_force_ev_per_a": 0.9,
  "homo_energy_ev": -4.04,
  "molar_mass_g_mol": 738.408
}

Question: Number 4 is which compound?
Answer: C24H18F10N10NaSe